Entry 1:
Density functional theory data (the ωB97M-V functional and the def2-TZVPD basis) for 3 unconnected molecules or ions with the total composition C22H50ClI3N7O2P2.

Cartesian coordinates (Å):
C 1.564 -0.835 2.334
C 0.959 -2.111 2.949
C 1.852 -2.915 3.910
I 3.760 -3.171 2.939
C 1.922 -2.291 5.341
C 3.290 -1.829 5.897
I 3.677 0.251 5.888
C 4.271 -2.595 6.388
C 5.575 -2.063 6.920
I 4.127 -4.675 6.455
C 1.104 -1.001 5.337
N 0.193 -0.931 6.229
C 0.074 -2.114 7.073
C 1.134 -3.057 6.495
Cl 0.537 -4.691 6.219
H 2.316 -0.420 3.015
H 2.065 -1.029 1.393
H 0.802 -0.060 2.227
H 0.772 -2.787 2.112
H -0.024 -1.915 3.392
H 1.466 -3.928 3.952
H 6.227 -2.865 7.249
H 5.415 -1.336 7.715
H 6.089 -1.548 6.103
H 1.175 -0.183 4.636
H -0.439 -0.149 6.354
H -0.928 -2.524 6.925
H 0.168 -1.940 8.142
H 1.856 -3.183 7.295
O -0.250 1.894 1.038
P -0.369 3.216 0.362
N -1.976 3.300 -0.198
C -2.359 2.818 -1.513
C -2.956 2.994 0.832
N 0.835 3.072 -0.858
C 0.599 3.260 -2.279
C 1.861 2.062 -0.628
N -0.149 4.844 0.584
C -1.157 5.887 0.419
C 1.188 5.333 0.906
H -3.400 3.078 -1.714
H -2.233 1.733 -1.622
H -1.804 3.303 -2.306
H -2.813 3.643 1.702
H -2.900 1.953 1.175
H -3.960 3.182 0.452
H 0.032 2.439 -2.731
H 1.558 3.326 -2.798
H 0.084 4.203 -2.471
H 1.544 1.055 -0.934
H 2.136 2.018 0.423
H 2.757 2.330 -1.193
H -1.358 6.071 -0.637
H -0.791 6.812 0.866
H -2.092 5.650 0.919
H 1.649 5.800 0.032
H 1.835 4.520 1.234
H 1.150 6.062 1.718
O -1.666 0.517 -4.293
P -2.005 -0.901 -4.627
N -0.828 -1.665 -3.582
C 0.533 -1.937 -3.988
C -0.917 -1.204 -2.209
N -1.709 -0.967 -6.302
C -0.692 -1.798 -6.911
C -1.896 0.284 -7.030
N -2.958 -2.277 -4.599
C -2.753 -3.489 -3.815
C -4.107 -2.345 -5.504
H 1.028 -2.523 -3.209
H 1.128 -1.029 -4.170
H 0.572 -2.559 -4.880
H -1.935 -1.335 -1.826
H -0.651 -0.146 -2.090
H -0.254 -1.800 -1.576
H 0.321 -1.426 -6.726
H -0.845 -1.823 -7.992
H -0.767 -2.832 -6.567
H -1.020 0.941 -6.974
H -2.748 0.837 -6.642
H -2.099 0.059 -8.080
H -1.941 -4.088 -4.230
H -3.667 -4.086 -3.838
H -2.541 -3.288 -2.769
H -3.891 -3.002 -6.350
H -4.357 -1.362 -5.897
H -4.992 -2.718 -4.985

highest occupied orbital energy: -9.505 eV
M: 922.802 u
Kohn-Sham gap: 5.74 eV
net charge: +1

Mulliken population analysis, charges in e, atoms 1 to 6:
1 C -1.1496
2 C -0.9181
3 C -0.8158
4 I 0.1622
5 C 2.8030
6 C -1.4263

=====

Entry 2:
Density functional theory data (the ωB97M-V functional and the def2-TZVPD basis) for 5 unconnected molecules or ions with the total composition C22H50N3O8PS2.

Cartesian coordinates (Å):
C 6.793 -2.715 2.069
O 6.761 -1.247 2.165
C 5.653 -0.776 3.033
C 4.177 -0.871 2.328
N 3.705 0.391 1.643
C 3.354 1.498 2.610
C 2.125 1.172 3.640
C 0.619 1.373 3.024
S 0.372 0.712 1.288
C -1.452 0.446 0.897
S -2.261 1.710 0.030
N -2.208 -0.834 1.283
C -1.702 -1.918 2.229
C -2.828 -3.112 2.292
N -3.952 -2.604 1.374
C -3.579 -1.245 0.767
P 4.954 1.011 0.476
O 6.107 1.849 1.219
O 5.628 -0.259 -0.532
O 4.172 2.189 -0.599
H 6.250 -3.018 1.052
H 6.254 -3.282 2.938
H 7.878 -3.176 1.988
H 5.936 0.291 3.445
H 5.605 -1.479 3.997
H 4.267 -1.697 1.471
H 3.441 -1.316 3.121
H 4.309 1.730 3.265
H 3.160 2.482 1.962
H 2.156 0.116 4.143
H 2.223 1.958 4.534
H 0.288 2.519 3.050
H -0.122 0.810 3.771
H -0.653 -1.831 2.778
H -2.780 -4.123 2.901
H -4.243 -0.598 0.014
H 6.038 0.236 -1.326
H 3.760 1.617 -1.312
C -1.037 2.128 -3.660
C 0.412 2.584 -3.595
C 0.605 3.921 -4.295
O 1.244 1.605 -4.212
H -1.359 1.993 -4.699
H -1.158 1.160 -3.164
H -1.701 2.854 -3.180
H 0.725 2.668 -2.549
H 0.341 3.849 -5.356
H 1.654 4.230 -4.251
H -0.010 4.700 -3.833
H 0.973 1.524 -5.141
C -5.336 1.918 -3.252
C -4.982 3.396 -3.291
C -6.067 4.208 -3.981
O -3.750 3.568 -3.985
H -5.441 1.513 -4.265
H -4.541 1.344 -2.764
H -6.272 1.750 -2.711
H -4.838 3.767 -2.270
H -6.198 3.885 -5.019
H -5.793 5.268 -4.012
H -7.025 4.109 -3.461
H -3.868 3.242 -4.893
C -9.619 -0.148 -3.354
C -9.265 1.330 -3.392
C -10.349 2.142 -4.082
O -8.032 1.502 -4.087
H -9.723 -0.553 -4.367
H -8.823 -0.722 -2.866
H -10.555 -0.316 -2.812
H -9.120 1.700 -2.372
H -10.480 1.819 -5.121
H -10.075 3.202 -4.114
H -11.307 2.043 -3.562
H -8.151 1.176 -4.994
C 8.441 -6.255 4.574
C 7.238 -5.520 5.142
C 6.901 -6.007 6.543
O 6.115 -5.723 4.289
H 8.244 -7.331 4.499
H 8.665 -5.904 3.561
H 9.327 -6.106 5.200
H 7.442 -4.444 5.165
H 6.649 -7.073 6.537
H 6.026 -5.477 6.934
H 7.740 -5.850 7.227
H 5.927 -6.675 4.262

highest occupied orbital energy: -8.506 eV
M: 579.763 u
SMILES: COCCN(CCCSC(=S)n1ccnc1)P(=O)(O)O.CC(C)O.CC(C)O.CC(C)O.CC(C)O
Kohn-Sham gap: 7.08 eV

Mulliken population analysis, charges in e, atoms 1 to 6:
1 C -0.5289
2 O -0.3611
3 C -0.2940
4 C -0.6559
5 N 0.2995
6 C -0.7008

=====

Entry 3:
Density functional theory data (the ωB97M-V functional and the def2-TZVPD basis) for a molecular structure, C22H50N3P3SeZr.

Cartesian coordinates (Å):
Zr -0.086 0.114 0.018
P -0.668 -2.426 -0.164
P 1.816 -0.676 2.004
P -0.820 0.559 -2.467
H 2.158 3.478 1.105
C 1.364 3.414 0.270
C 0.383 2.421 0.208
H 0.456 1.638 1.137
C 0.403 -3.585 -1.057
C -0.857 -3.289 1.428
C -2.245 -2.826 -0.977
C 3.057 0.635 2.306
C 1.495 -1.247 3.713
C 2.978 -2.021 1.520
C -0.047 2.104 -3.045
C -2.572 0.817 -2.916
C -0.327 -0.584 -3.803
H 1.355 4.314 -0.374
H -0.601 2.783 -0.167
H -0.062 -4.576 -0.992
H 1.406 -3.614 -0.618
H 0.475 -3.293 -2.110
H -1.186 -4.312 1.208
H -1.602 -2.813 2.077
H 0.092 -3.335 1.982
H -2.264 -3.916 -1.102
H -2.315 -2.362 -1.967
H -3.110 -2.521 -0.376
H 3.520 0.553 3.299
H 2.582 1.614 2.224
H 3.849 0.615 1.551
H 2.252 -1.950 4.087
H 0.536 -1.759 3.795
H 1.467 -0.406 4.412
H 3.671 -2.268 2.338
H 3.575 -1.708 0.656
H 2.445 -2.936 1.244
H -0.368 2.337 -4.069
H 1.048 2.046 -3.001
H -0.346 2.915 -2.374
H -2.652 1.128 -3.968
H -3.002 1.596 -2.282
H -3.162 -0.100 -2.777
H -0.682 -0.224 -4.780
H -0.720 -1.595 -3.641
H 0.768 -0.642 -3.829
C 4.105 1.495 -2.319
C 4.272 2.775 -1.788
C 5.017 3.727 -2.503
C 5.589 3.399 -3.732
C 5.452 2.092 -4.265
C 4.644 1.173 -3.583
Se 3.210 -0.045 -1.473
H 2.492 0.910 -0.576
H 3.815 3.091 -0.837
H 5.094 4.719 -2.088
H 6.155 4.144 -4.248
H 5.956 1.771 -5.179
H 4.421 0.183 -4.002
C -4.850 -0.112 0.044
N -4.282 -0.331 1.371
C -5.268 -0.339 2.443
C -2.981 -0.154 1.651
N -2.056 0.255 0.750
N -2.553 -0.232 2.942
C -2.932 -1.252 3.894
C -1.565 0.734 3.436
H -5.630 -0.868 -0.120
H -4.112 -0.205 -0.760
H -5.324 0.884 0.005
H -5.499 -1.353 2.780
H -4.952 0.289 3.277
H -6.182 0.109 2.058
H -2.485 0.583 -0.103
H -2.045 -1.570 4.481
H -3.715 -0.867 4.577
H -3.318 -2.152 3.403
H -0.576 0.309 3.637
H -1.432 1.547 2.728
H -1.924 1.196 4.374

highest occupied orbital energy: -18.340 eV
M: 619.769 u
relative energy (zero: lowest compared OMol25 entry of this formula, charge and spin): 0.000 eV
Kohn-Sham gap: 4.24 eV
net charge: +4

Mulliken population analysis, charges in e, atoms 1 to 6:
1 Zr -1.1976
2 P 1.2587
3 P 1.4097
4 P 1.2498
5 H 0.3794
6 C -0.8620

=====

Q: Look up the Kohn-Sham gap of the first one.
A: 5.74 eV

=====

Q: Which formula does entry 1 have?
A: C22H50ClI3N7O2P2

=====

What did the third record say?
Density functional theory data (the ωB97M-V functional and the def2-TZVPD basis) for a molecular structure, C22H50N3P3SeZr.

Cartesian coordinates (Å):
Zr -0.086 0.114 0.018
P -0.668 -2.426 -0.164
P 1.816 -0.676 2.004
P -0.820 0.559 -2.467
H 2.158 3.478 1.105
C 1.364 3.414 0.270
C 0.383 2.421 0.208
H 0.456 1.638 1.137
C 0.403 -3.585 -1.057
C -0.857 -3.289 1.428
C -2.245 -2.826 -0.977
C 3.057 0.635 2.306
C 1.495 -1.247 3.713
C 2.978 -2.021 1.520
C -0.047 2.104 -3.045
C -2.572 0.817 -2.916
C -0.327 -0.584 -3.803
H 1.355 4.314 -0.374
H -0.601 2.783 -0.167
H -0.062 -4.576 -0.992
H 1.406 -3.614 -0.618
H 0.475 -3.293 -2.110
H -1.186 -4.312 1.208
H -1.602 -2.813 2.077
H 0.092 -3.335 1.982
H -2.264 -3.916 -1.102
H -2.315 -2.362 -1.967
H -3.110 -2.521 -0.376
H 3.520 0.553 3.299
H 2.582 1.614 2.224
H 3.849 0.615 1.551
H 2.252 -1.950 4.087
H 0.536 -1.759 3.795
H 1.467 -0.406 4.412
H 3.671 -2.268 2.338
H 3.575 -1.708 0.656
H 2.445 -2.936 1.244
H -0.368 2.337 -4.069
H 1.048 2.046 -3.001
H -0.346 2.915 -2.374
H -2.652 1.128 -3.968
H -3.002 1.596 -2.282
H -3.162 -0.100 -2.777
H -0.682 -0.224 -4.780
H -0.720 -1.595 -3.641
H 0.768 -0.642 -3.829
C 4.105 1.495 -2.319
C 4.272 2.775 -1.788
C 5.017 3.727 -2.503
C 5.589 3.399 -3.732
C 5.452 2.092 -4.265
C 4.644 1.173 -3.583
Se 3.210 -0.045 -1.473
H 2.492 0.910 -0.576
H 3.815 3.091 -0.837
H 5.094 4.719 -2.088
H 6.155 4.144 -4.248
H 5.956 1.771 -5.179
H 4.421 0.183 -4.002
C -4.850 -0.112 0.044
N -4.282 -0.331 1.371
C -5.268 -0.339 2.443
C -2.981 -0.154 1.651
N -2.056 0.255 0.750
N -2.553 -0.232 2.942
C -2.932 -1.252 3.894
C -1.565 0.734 3.436
H -5.630 -0.868 -0.120
H -4.112 -0.205 -0.760
H -5.324 0.884 0.005
H -5.499 -1.353 2.780
H -4.952 0.289 3.277
H -6.182 0.109 2.058
H -2.485 0.583 -0.103
H -2.045 -1.570 4.481
H -3.715 -0.867 4.577
H -3.318 -2.152 3.403
H -0.576 0.309 3.637
H -1.432 1.547 2.728
H -1.924 1.196 4.374

highest occupied orbital energy: -18.340 eV
M: 619.769 u
relative energy (zero: lowest compared OMol25 entry of this formula, charge and spin): 0.000 eV
Kohn-Sham gap: 4.24 eV
net charge: +4

Mulliken population analysis, charges in e, atoms 1 to 6:
1 Zr -1.1976
2 P 1.2587
3 P 1.4097
4 P 1.2498
5 H 0.3794
6 C -0.8620